# C5H11ClN2

C5H11ClN2 as an isolated structure at a distorted geometry (ωB97M-V/def2-TZVPD, the Open Molecules 2025 dataset).

Properties
ΔE to the lowest compared entry with this formula, charge and spin   2.954 eV
Total energy   -766.6989 a.u.
E_HOMO   -9.07 eV

```
! RIJCOSX wB97M-V def2-TZVPD def2/J DEFGRID3
* xyz 0 1
C -1.622 0.631 -1.284
C -0.711 -0.488 -0.658
C 0.145 -1.015 1.094
C 0.486 0.115 0.204
C 1.927 0.026 -0.403
H -2.389 0.233 -1.968
H -1.933 1.486 -0.577
H -1.009 1.063 -2.121
H -0.620 -1.405 -1.342
H -1.866 -1.880 0.819
H 0.669 -1.896 0.597
H 0.385 -1.066 2.256
H -0.622 1.488 1.479
H 1.008 2.073 1.213
H 2.062 -1.016 -0.727
H 2.156 0.812 -1.041
N -1.283 -0.907 0.636
N 0.076 1.442 0.732
Cl 3.140 0.305 1.089
*
```

Results of the Löwdin charge analysis, in e, for atoms 1 through 4:
1. C -0.0837
2. C -0.3256
3. C -0.2370
4. C -0.5803

# C14H46O9

A 9-piece molecular cluster, C14H46O9 overall at a distorted geometry (ωB97M-V/def2-TZVPD, the Open Molecules 2025 dataset).

Properties
ΔE to the lowest compared entry with this formula, charge and spin   4.312 eV
Structure (SMILES)   CCO.CCO.CCO.CCO.CCO.CO.CO.CO.CO
Total energy   -1237.9549 a.u.
E_HOMO   -9.80 eV

```
! RIJCOSX wB97M-V def2-TZVPD def2/J DEFGRID3
* xyz 0 1
C -7.791 7.211 -13.046
C -6.819 6.042 -13.320
O -5.948 5.895 -12.214
H -7.269 8.125 -12.760
H -8.566 6.962 -12.322
H -8.293 7.437 -13.986
H -6.146 6.363 -14.115
H -7.444 5.161 -13.468
H -6.398 5.345 -11.569
C -7.088 0.478 -12.460
C -6.036 1.441 -12.945
O -4.769 0.820 -13.161
H -7.015 0.176 -11.415
H -7.093 -0.469 -13.000
H -8.136 0.755 -12.575
H -5.987 2.349 -12.344
H -6.341 1.638 -13.972
H -4.429 0.647 -12.280
C -10.154 2.743 -13.236
C -10.665 3.959 -12.409
O -10.510 5.140 -13.178
H -10.649 2.514 -14.180
H -10.294 1.782 -12.741
H -9.127 2.904 -13.564
H -10.253 3.965 -11.399
H -11.729 3.823 -12.216
H -11.114 5.703 -12.688
C -13.847 7.966 -13.084
C -13.331 6.724 -12.326
O -12.017 6.991 -11.924
H -13.424 7.989 -14.088
H -13.572 8.924 -12.642
H -14.933 7.961 -13.178
H -13.296 5.822 -12.936
H -13.970 6.505 -11.470
H -12.024 7.772 -11.365
C -12.888 -0.243 -12.325
C -13.987 0.159 -11.326
O -14.340 -0.853 -10.524
H -11.952 -0.516 -11.837
H -12.592 0.392 -13.159
H -13.311 -1.123 -12.810
H -14.833 0.608 -11.847
H -13.603 0.964 -10.699
H -15.023 -0.462 -9.973
C -13.422 3.479 -15.168
O -13.934 2.402 -14.402
H -14.065 3.676 -16.026
H -13.047 4.359 -14.644
H -12.498 3.211 -15.680
H -14.042 1.652 -14.992
C -10.169 4.840 -8.795
O -11.448 4.293 -8.514
H -9.818 5.431 -7.949
H -9.359 4.251 -9.225
H -10.368 5.550 -9.597
H -12.016 5.023 -8.258
C -10.810 6.932 -15.991
O -9.972 5.864 -15.807
H -11.718 6.480 -16.390
H -10.985 7.509 -15.083
H -10.377 7.653 -16.684
H -10.136 5.639 -14.888
C -8.046 1.958 -16.768
O -8.048 2.628 -17.959
H -8.918 2.168 -16.149
H -8.112 0.872 -16.841
H -7.116 2.110 -16.219
H -7.736 3.510 -17.745
*
```

Results of the Löwdin charge analysis, in e, for atoms 1 through 4:
1. C -0.0845
2. C -0.2973
3. O -0.0874
4. H 0.0723

# C20H28AuNO4S2Se2

C20H28AuNO4S2Se2 as an isolated structure (ωB97M-V/def2-TZVPD, the Open Molecules 2025 dataset).

Properties
ΔE to the lowest compared entry with this formula, charge and spin   0.614 eV
Total energy   -6868.8026 a.u.
E_HOMO (alpha / beta)   -14.22 / -14.22 eV

```
! RIJCOSX wB97M-V def2-TZVPD def2/J DEFGRID3
* xyz 2 3
Au 0.733 -0.746 -1.576
O -0.913 0.620 -1.135
S -1.654 1.933 -0.846
C -2.839 1.494 0.417
C -2.286 0.890 1.717
C -2.791 -0.531 1.970
C -2.217 -1.559 0.993
S -0.727 -2.487 1.477
O 0.077 -2.553 0.185
C 0.128 -1.374 2.553
C 1.059 -0.464 2.070
C 1.705 0.381 2.956
C 1.423 0.313 4.316
C 0.509 -0.615 4.794
C -0.133 -1.474 3.913
C -0.586 3.007 0.077
C -1.112 4.200 0.566
C -0.274 5.078 1.231
C 1.073 4.775 1.386
C 1.589 3.596 0.877
C 0.757 2.702 0.212
H -3.537 0.832 -0.101
H -3.377 2.431 0.580
H -2.592 1.531 2.544
H -1.195 0.909 1.713
H -3.879 -0.556 1.889
H -2.572 -0.807 3.001
H -1.909 -1.090 0.057
H -2.937 -2.345 0.763
H 1.283 -0.429 1.009
H 2.434 1.094 2.597
H 1.933 0.970 5.006
H 0.310 -0.683 5.855
H -0.821 -2.224 4.285
H -2.154 4.459 0.429
H -0.669 6.005 1.621
H 1.724 5.471 1.898
H 2.641 3.378 0.992
H 1.150 1.778 -0.194
C 2.886 -2.384 -3.834
Se 2.104 -2.745 -2.097
C 0.684 -3.959 -2.617
C -0.258 -3.396 -3.659
Se -1.142 -1.796 -2.993
C -1.145 -0.753 -4.627
H 3.327 -3.312 -4.193
H 3.665 -1.643 -3.677
H 2.147 -2.005 -4.533
H 0.185 -4.195 -1.677
H 1.174 -4.860 -2.989
H -1.051 -4.110 -3.887
H 0.240 -3.139 -4.592
H -1.718 -1.310 -5.365
H -0.127 -0.584 -4.967
H -1.638 0.188 -4.399
O 3.777 1.329 0.240
N 4.072 0.703 -0.714
O 3.462 0.064 -1.517
*
```

Results of the Löwdin charge analysis, in e, for atoms 1 through 4:
1. Au 0.6396
2. O -0.7071
3. S 1.0686
4. C -0.3098

# C4H13N3

One molecule with the formula C4H13N3 at a distorted geometry (ωB97M-V/def2-TZVPD, the Open Molecules 2025 dataset).

Properties
ΔE to the lowest compared entry with this formula, charge and spin   1.113 eV
Structure (SMILES)   CNCCNCN
Total energy   -324.4340 a.u.
E_HOMO   -8.74 eV

```
! RIJCOSX wB97M-V def2-TZVPD def2/J DEFGRID3
* xyz 0 1
C -2.516 -2.078 -0.895
N -1.334 -1.403 -0.271
C -1.374 0.042 -0.418
C -0.287 0.699 0.423
N 1.050 0.448 -0.083
C 2.008 1.381 0.524
N 3.341 0.797 0.660
H -2.508 -2.088 -1.987
H -3.360 -1.494 -0.535
H -2.490 -3.099 -0.526
H -0.524 -1.699 -0.796
H -1.212 0.393 -1.452
H -2.332 0.469 -0.112
H -0.444 0.499 1.491
H -0.450 1.782 0.322
H 1.391 -0.481 0.110
H 1.604 1.823 1.444
H 2.115 2.226 -0.166
H 3.348 0.206 1.491
H 3.973 1.577 0.777
*
```

Results of the Löwdin charge analysis, in e, for atoms 1 through 4:
1. C -0.1148
2. N -0.1268
3. C -0.2728
4. C -0.2663

Which value of ΔE to the lowest compared entry with this formula, charge and spin does entry 3 give?
0.614 eV

What is the ΔE to the lowest compared entry with this formula, charge and spin in the third record?
0.614 eV